Record 1
Below is C3H8N4O in the gas phase at a distorted geometry, with properties calculated with the ωB97M-V functional and the def2-TZVPD basis.

## Properties
* E_LUMO: 1.00 eV
* E: -11245.9585 eV
* SMILES: N/N=C1/OCCN1N
* HOMO energy: -8.812 eV
* orbital gap: 9.8136 eV

Cartesian coordinates (Å):
C  -0.429  -0.763  0.062
C  1.859  -0.787  -0.305
C  1.517  0.414  0.586
H  -2.717  -0.160  1.146
H  -3.424  -0.571  -0.267
H  2.669  -1.441  -0.014
H  1.933  -0.427  -1.348
H  2.084  1.310  0.316
H  1.666  0.231  1.666
H  -0.291  1.233  -1.396
H  -1.174  1.806  -0.343
N  -2.557  -0.162  0.113
N  -1.585  -1.242  -0.047
N  0.036  0.519  0.408
N  -0.240  1.591  -0.457
O  0.653  -1.551  -0.121

natural (NBO) population analysis, charges in e, atoms 1 to 2: C 0.6321; C -0.0844

***

Record 2
Below is 2 unconnected molecules or ions with the total composition C26H45F3N2O9P at a distorted geometry, with properties calculated with the ωB97M-V functional and the def2-TZVPD basis.

## Properties
* E_LUMO: -3.74 eV
* E: -66515.7232 eV
* net charge: +1
* HOMO energy: -9.890 eV
* orbital gap: 6.1517 eV

Cartesian coordinates (Å):
C  -3.588  -0.946  -1.162
C  -3.055  -1.910  0.087
O  -3.046  -3.250  -0.106
O  -2.660  -1.263  1.376
C  -1.224  -0.861  1.219
O  -0.572  -1.504  0.212
C  -0.482  0.249  2.216
P  0.080  1.821  1.210
C  -1.530  2.357  0.251
C  -1.236  3.405  -0.972
C  -2.116  2.991  -2.323
N  -2.371  4.152  -3.258
C  -1.821  3.925  -4.649
C  -0.162  3.795  -4.493
C  0.552  4.872  -3.463
C  2.176  4.795  -3.203
C  3.027  3.629  -3.997
C  2.313  2.586  -5.058
C  0.671  2.641  -5.343
O  -0.040  1.749  -6.275
C  1.441  1.218  0.021
C  2.944  1.805  0.302
O  3.128  3.226  -0.146
C  3.508  1.584  1.827
F  3.565  2.809  2.659
F  4.940  1.124  1.683
F  2.824  0.526  2.604
O  0.577  3.008  2.381
C  0.806  4.331  1.784
C  -0.227  5.508  2.266
C  0.345  6.920  1.576
O  -1.630  5.283  1.867
H  -4.026  0.032  -0.683
H  -2.679  -0.657  -1.879
H  -4.429  -1.538  -1.740
H  0.412  -0.318  2.713
H  -1.298  0.585  2.992
H  -2.051  1.405  -0.244
H  -2.323  2.789  1.005
H  -0.076  3.419  -1.160
H  -1.607  4.487  -0.675
H  -3.190  2.586  -1.996
H  -1.594  2.056  -2.847
H  -3.413  4.329  -3.357
H  -2.215  2.915  -5.148
H  -2.126  4.795  -5.406
H  -0.122  5.665  -2.895
H  2.659  5.549  -2.446
H  4.193  3.567  -3.772
H  2.973  1.773  -5.595
H  0.108  0.778  -6.021
H  1.528  0.037  0.046
H  1.173  1.499  -1.105
H  3.676  1.182  -0.407
H  4.097  3.339  -0.434
H  0.876  4.317  0.602
H  1.890  4.675  2.149
H  -0.108  5.689  3.440
H  1.502  6.987  1.861
H  -0.197  7.877  1.975
H  0.336  6.846  0.386
H  -2.120  6.133  2.137
C  0.328  -4.353  3.309
O  -0.835  -5.130  3.056
C  -1.271  -5.071  1.691
C  -1.019  -6.411  0.978
N  0.414  -6.642  0.762
C  0.746  -8.011  0.366
C  0.389  -9.149  1.347
O  1.150  -9.140  2.556
C  0.676  -8.244  3.548
H  0.464  -4.294  4.393
H  1.214  -4.828  2.885
H  0.223  -3.337  2.917
H  -0.823  -4.231  1.147
H  -2.354  -4.901  1.722
H  -1.532  -6.408  0.011
H  -1.458  -7.198  1.596
H  0.918  -6.427  1.619
H  1.831  -8.036  0.210
H  0.285  -8.222  -0.607
H  0.640  -10.093  0.849
H  -0.683  -9.205  1.563
H  -0.414  -8.142  3.533
H  1.155  -7.272  3.432
H  0.968  -8.630  4.529

Mulliken population analysis, charges in e, atoms 1 to 2: C -0.7053; C 0.6023

***

Record 3
Below is 9 unconnected molecules or ions with the total composition C30H85N11O9 at a distorted geometry, with properties calculated with the ωB97M-V functional and the def2-TZVPD basis.

## Properties
* <S²>: 0.754
* E_LUMO (spin up / spin down): -2.01 / -7.39 eV
* E: -67294.7536 eV
* net charge: +1
* HOMO energy (spin up / spin down): -10.936 / -10.936 eV
* spin multiplicity: 2
* orbital gap (spin up / spin down): 8.9269 / 3.5414 eV

Cartesian coordinates (Å):
C  10.860  -16.988  21.765
O  10.807  -16.139  20.910
N  9.859  -17.782  22.106
N  11.924  -17.118  22.562
H  8.985  -17.385  21.792
H  9.949  -18.566  22.737
H  12.572  -16.344  22.596
H  12.047  -17.891  23.201
C  8.702  -21.192  19.768
O  8.916  -22.193  20.383
N  8.810  -19.965  20.260
N  8.376  -21.168  18.498
H  9.116  -19.880  21.219
H  8.653  -19.188  19.635
H  8.441  -20.278  18.025
H  8.256  -22.052  18.026
C  6.030  -17.118  21.439
C  6.782  -16.431  22.594
C  6.163  -15.133  23.072
O  7.071  -14.408  23.843
C  7.914  -13.470  23.117
N  6.867  -17.466  23.638
H  5.950  -16.446  20.584
H  5.058  -17.483  21.770
H  6.544  -18.029  21.135
H  7.732  -16.176  22.123
H  5.343  -15.368  23.751
H  5.671  -14.587  22.267
H  8.612  -13.952  22.433
H  8.462  -12.821  23.801
H  7.253  -12.811  22.553
H  7.276  -17.025  24.449
H  5.900  -17.599  23.897
C  11.966  -16.276  17.703
C  10.716  -15.410  17.500
C  10.286  -15.347  16.012
O  11.249  -14.768  15.186
C  10.851  -14.590  13.837
N  9.681  -16.003  18.294
H  12.464  -16.115  18.659
H  12.807  -16.021  17.059
H  11.835  -17.358  17.734
H  10.931  -14.415  17.891
H  9.301  -14.880  15.975
H  10.254  -16.370  15.636
H  10.652  -15.553  13.366
H  11.615  -14.068  13.261
H  9.988  -13.935  13.718
H  8.917  -15.350  18.392
H  10.089  -16.028  19.218
C  10.466  -21.607  23.282
C  11.280  -20.669  24.096
C  12.682  -20.463  23.602
O  13.480  -21.622  23.912
C  14.816  -21.520  23.497
N  10.673  -19.407  24.363
H  9.799  -22.327  23.754
H  11.134  -22.236  22.694
H  9.890  -21.095  22.511
H  11.306  -21.242  25.022
H  13.123  -19.535  23.965
H  12.665  -20.262  22.531
H  15.363  -22.379  23.886
H  15.311  -20.637  23.901
H  14.954  -21.492  22.416
H  11.216  -18.938  25.074
H  9.802  -19.653  24.811
C  16.808  -18.113  28.428
C  17.560  -18.376  27.129
C  17.206  -17.400  25.973
O  15.885  -17.612  25.543
C  15.337  -16.660  24.709
N  18.987  -18.428  27.449
H  17.017  -18.838  29.215
H  15.747  -18.041  28.192
H  17.155  -17.239  28.979
H  17.241  -19.356  26.773
H  17.882  -17.561  25.133
H  17.273  -16.380  26.351
H  14.331  -16.991  24.451
H  15.893  -16.554  23.777
H  15.358  -15.751  25.310
H  19.209  -19.279  27.947
H  19.449  -18.623  26.572
C  11.537  -16.580  26.010
C  11.460  -17.459  27.324
C  12.642  -18.460  27.463
O  12.302  -19.614  26.753
C  13.053  -20.764  27.049
N  11.608  -16.564  28.514
H  10.537  -16.216  25.776
H  11.822  -17.217  25.173
H  12.245  -15.757  26.109
H  10.496  -17.950  27.457
H  12.692  -18.835  28.485
H  13.627  -18.082  27.188
H  14.119  -20.682  26.835
H  12.636  -21.622  26.521
H  12.869  -20.982  28.101
H  12.598  -16.473  28.695
H  11.243  -15.643  28.317
C  16.571  -13.809  23.380
C  16.004  -14.321  21.974
C  14.445  -14.037  21.808
O  13.669  -14.733  22.826
C  12.621  -13.899  23.404
N  16.792  -13.720  20.881
H  16.661  -12.723  23.352
H  17.422  -14.422  23.678
H  15.901  -13.977  24.223
H  16.069  -15.400  21.838
H  14.045  -14.275  20.822
H  14.271  -12.962  21.761
H  13.021  -13.264  24.195
H  11.942  -14.644  23.817
H  12.068  -13.433  22.588
H  17.750  -14.026  20.974
H  16.360  -14.170  20.086
C  8.913  -12.962  19.554
C  7.459  -13.318  19.293
C  6.489  -12.152  19.063
O  5.189  -12.585  19.538
C  4.143  -11.541  19.573
N  7.362  -14.177  18.158
H  9.173  -12.366  20.429
H  9.318  -12.420  18.700
H  9.547  -13.832  19.728
H  7.151  -13.982  20.101
H  6.207  -11.876  18.047
H  6.848  -11.236  19.531
H  3.183  -11.966  19.865
H  4.032  -10.985  18.642
H  4.476  -10.743  20.238
H  6.418  -14.518  18.048
H  7.471  -13.603  17.334

Mulliken population analysis, charges in e, atoms 1 to 2: C 0.5362; O -0.8980